{"formula": "CH4ClN3", "method": "wB97M-V/def2-TZVPD", "symbols": ["C", "N", "N", "N", "Cl", "H", "H", "H", "H"], "xyz": [[-0.289, 3.254, -0.378], [0.310, 2.517, 0.353], [-0.876, -0.455, 0.174], [-0.729, 4.269, -0.904], [-2.350, 4.589, -1.440], [0.825, 1.656, -0.033], [-0.776, -0.865, -0.742], [-0.455, -1.124, 0.855], [-1.935, -0.378, 0.463]], "nbo_charge": [0.606, -0.644, -1.095, -0.532, 0.144, 0.423, 0.362, 0.363, 0.374], "gap_ev": 10.2, "smiles": "N=C=NCl.N", "e_tot_ev": -18092.3664, "e_lumo_ev": 0.36, "e_homo_ev": -9.85, "de_lowest_kj_mol": 115.0}